1.
Below is a cluster of 4 separate species, C32H65NO12P3S in total at a distorted geometry, with properties calculated with ωB97M-V/def2-TZVPD.

```
114
Properties=species:S:1:pos:R:3:forces:R:3:mulliken_charge:R:1
C 5.59640 -7.01456 5.93610 4.450 5.181 -6.882 -0.353
C 6.31370 -6.21132 4.99844 -5.678 -5.752 5.473 -0.143
C 6.86465 -5.40612 3.68922 1.009 0.318 1.193 -0.451
C 5.93921 -5.45970 2.35448 -0.698 0.628 -0.452 -0.555
C 4.80493 -6.62626 2.28006 -0.274 -0.425 -1.469 0.795
C 5.30132 -8.06008 1.64397 -0.531 -0.373 2.176 -0.748
S 7.13253 -8.36561 1.86036 -1.071 0.487 0.554 -0.290
C 4.48578 -9.21742 2.53471 -0.108 0.228 -1.008 -0.534
C 2.83128 -9.07763 2.33503 -0.166 0.852 0.546 -0.422
C 2.10502 -8.65394 3.76376 -0.263 -0.614 0.340 -0.210
C 0.65828 -7.90631 3.57527 -0.572 -0.897 0.736 -0.688
N 0.73327 -6.51129 2.99615 0.270 4.982 -2.504 0.316
C -0.26502 -5.94730 2.00886 2.675 3.895 0.063 -0.232
C 0.17375 -4.39053 1.58332 2.148 -3.209 3.121 -0.225
C 1.54946 -4.02631 2.40200 -3.490 -5.991 0.579 -0.651
C 1.77312 -5.41487 3.25657 -1.242 2.406 -2.158 -0.216
H 4.92441 -7.77799 6.56132 2.158 2.282 -1.696 0.329
H 7.00949 -4.26549 4.00516 -0.400 -2.484 -0.472 0.303
H 7.96889 -5.80398 3.47080 -2.588 0.611 0.520 0.276
H 5.38231 -4.40887 2.25248 1.120 -2.129 0.435 0.228
H 6.66611 -5.50007 1.40830 -1.613 -0.264 2.159 0.253
H 3.96705 -6.22526 1.52795 1.700 -0.630 1.678 0.077
H 4.23607 -6.85919 3.27569 1.367 0.932 -1.370 -0.729
H 7.49375 -8.07864 3.19376 -0.316 -0.391 -0.665 -0.014
H 4.79025 -10.31606 2.18153 -0.466 2.456 0.919 0.360
H 4.74332 -9.04281 3.66394 -0.531 -0.623 -1.634 0.153
H 2.35494 -10.09853 1.97027 0.920 2.163 0.687 0.356
H 2.55776 -8.20741 1.56444 0.794 -2.026 1.476 0.178
H 1.89087 -9.66385 4.35707 0.299 2.160 -1.107 0.339
H 2.80997 -8.02232 4.47593 -1.408 -1.148 -1.699 -0.022
H -0.02526 -8.59456 2.88586 1.517 1.759 1.165 0.285
H 0.05148 -7.80953 4.59670 1.513 -0.302 -1.976 0.244
H -1.22119 -6.49537 1.59882 2.418 0.942 1.169 0.275
H -0.36663 -3.65554 0.84774 0.992 -1.896 1.588 0.115
H 2.22280 -3.05196 2.40628 -1.675 -2.543 0.047 0.274
H 2.70061 -5.47550 3.97485 -2.292 -0.578 -1.548 0.336
O -6.06086 -5.60254 -1.36734 4.702 -0.311 -0.478 -0.763
P -5.30751 -4.37435 -0.80055 -8.896 2.996 2.793 1.189
O -5.98521 -4.47745 0.70604 0.544 -0.331 -0.114 -0.358
C -5.39667 -5.40424 1.60287 0.159 -0.101 0.411 -0.418
C -4.00114 -4.97246 2.01748 -0.051 -0.138 0.335 -0.610
O -6.37184 -3.27318 -1.46990 1.171 0.028 -0.768 -0.371
C -7.14831 -3.67671 -2.60270 -0.113 -0.473 -0.133 -0.379
C -8.45441 -4.34063 -2.17831 -0.197 0.128 0.184 -1.103
O -4.46574 -3.00204 -0.16724 1.731 -2.677 -1.849 -0.368
C -3.23845 -2.75058 -0.84423 0.690 0.556 -0.349 -0.198
C -3.43463 -2.46847 -2.32461 0.027 0.177 -0.050 -1.203
H -5.37362 -6.39778 1.14343 -0.047 -0.040 0.039 0.286
H -6.04136 -5.46128 2.48530 -0.044 0.083 -0.193 0.340
H -3.31800 -4.99925 1.17081 0.220 -0.044 -0.066 -0.102
H -3.60738 -5.64133 2.79159 -0.016 0.101 -0.160 0.467
H -4.00740 -3.95048 2.40281 -0.005 -0.123 -0.029 0.223
H -6.55892 -4.34009 -3.25217 -0.219 0.113 0.268 0.332
H -7.37064 -2.79030 -3.20219 0.119 0.171 0.273 0.415
H -8.34203 -5.01436 -1.32316 0.262 0.018 -0.284 0.298
H -8.89991 -4.89825 -3.00574 0.052 0.044 0.020 0.328
H -9.16545 -3.57895 -1.85905 -0.078 0.079 -0.054 0.301
H -2.57830 -3.61298 -0.70876 0.196 0.146 0.041 0.190
H -2.76393 -1.88936 -0.36359 -0.164 -0.127 0.074 0.487
H -3.85719 -3.33313 -2.84282 0.013 -0.129 -0.069 0.458
H -2.47785 -2.23103 -2.80235 -0.128 -0.043 0.099 0.428
H -4.12429 -1.63423 -2.47483 0.123 -0.140 0.028 0.132
O -2.26286 1.64671 -3.49729 0.924 3.217 -3.375 -0.749
P -1.59250 2.92650 -2.94052 -0.234 -4.948 8.649 1.034
O -0.33766 2.12435 -2.21827 0.113 0.251 -0.683 -0.405
C 0.75210 1.77101 -3.05325 0.412 -0.105 -0.022 -0.372
C 1.51538 2.99596 -3.52514 0.349 -0.105 -0.022 -0.869
O -2.61235 3.01987 -1.61968 -0.266 1.060 -1.037 -0.332
C -3.88814 2.37524 -1.69585 -0.215 -0.438 -0.272 -0.629
C -3.80757 0.91966 -1.24686 0.090 -0.034 0.279 -0.779
O -0.84347 4.35647 -2.31840 -0.993 -0.108 -3.500 -0.187
C -1.15912 5.51728 -3.08043 -0.181 0.834 -0.033 0.186
C -2.65008 5.81025 -3.10885 -0.053 0.185 0.082 -1.236
H 0.38888 1.18913 -3.90662 0.040 -0.055 0.011 0.274
H 1.41636 1.12589 -2.47001 -0.212 0.073 0.023 0.364
H 0.90213 3.60594 -4.18552 -0.032 0.126 -0.194 0.186
H 2.41435 2.69798 -4.07719 -0.163 0.036 0.059 0.453
H 1.81054 3.62129 -2.67967 -0.023 -0.098 -0.056 0.151
H -4.29499 2.45417 -2.71443 0.186 -0.119 0.282 0.336
H -4.58658 2.91498 -1.05134 0.295 0.146 0.111 0.435
H -2.91084 0.40347 -1.60359 -0.171 0.253 -0.233 0.233
H -4.68643 0.35778 -1.57233 0.025 0.088 0.046 0.290
H -3.75791 0.87424 -0.15914 -0.091 -0.001 0.083 0.326
H -0.78144 5.38351 -4.09893 0.080 0.225 -0.037 0.329
H -0.62481 6.36255 -2.63556 -0.032 -0.244 0.016 -0.157
H -3.20530 5.00603 -3.59845 -0.058 -0.045 -0.085 0.323
H -2.85123 6.73508 -3.66046 0.067 -0.140 0.061 0.446
H -3.04830 5.90619 -2.09576 0.086 -0.013 -0.103 0.276
O 3.57824 10.39830 -1.79771 1.089 -2.137 4.109 -0.722
P 2.36165 10.22588 -0.85568 -5.050 3.943 -7.513 1.077
O 1.43849 9.41664 -1.96592 0.354 -0.423 0.383 -0.422
C 1.68412 8.02703 -2.10109 -0.094 -0.339 -0.015 -0.264
C 1.26003 7.26075 -0.86062 -0.092 -0.327 -0.160 -0.941
O 1.78344 11.76835 -1.13831 0.589 -0.121 1.331 -0.360
C 2.69940 12.76612 -1.60141 0.471 -0.018 -0.273 -0.362
C 2.80187 12.76876 -3.12335 -0.239 0.029 -0.172 -1.061
O 1.00229 10.03322 0.19690 3.390 -0.866 1.132 -0.249
C 1.36738 10.04870 1.57322 -0.170 0.194 0.851 -0.278
C 2.02988 11.35215 1.98760 -0.111 0.109 0.139 -1.083
H 2.74463 7.85946 -2.31551 -0.016 -0.041 -0.071 0.251
H 1.11111 7.67523 -2.96450 0.085 0.215 0.032 0.337
H 1.88126 7.52681 -0.00767 0.111 -0.061 0.167 0.295
H 1.35591 6.18129 -1.02576 0.009 0.142 0.047 0.301
H 0.22468 7.48765 -0.59693 0.083 -0.017 -0.037 0.274
H 3.68612 12.62251 -1.13771 -0.280 -0.032 -0.230 0.323
H 2.34714 13.74292 -1.26039 -0.287 -0.183 0.079 0.398
H 2.81821 11.76527 -3.55991 0.193 0.086 0.317 0.297
H 3.69092 13.30918 -3.45740 -0.048 -0.025 0.060 0.317
H 1.92595 13.25838 -3.54844 -0.030 0.111 -0.015 0.300
H 2.03747 9.20587 1.76942 -0.107 -0.049 0.213 0.279
H 0.45690 9.89385 2.16054 0.046 -0.036 -0.219 0.379
H 2.97228 11.50718 1.45600 0.118 0.001 -0.004 0.312
H 2.25150 11.34843 3.06041 -0.027 -0.044 -0.165 0.415
H 1.38730 12.20616 1.75978 0.046 -0.124 0.017 0.251
```
Forces are in eV/Å.

Its HOMO energy is -0.0866 Eh. Its charge is -1. The value obtained for the HOMO-LUMO gap is 0.043 Eh.

---

2.
Below is a cluster of 2 separate species, C7H14Si in total at a distorted geometry, with properties calculated with ωB97M-V/def2-TZVPD.

```
22
Properties=species:S:1:pos:R:3:forces:R:3:mulliken_charge:R:1
C 0.10199 -0.12692 1.90501 0.486 -1.677 -0.528 1.223
C 0.09668 -0.10036 0.63326 1.248 0.049 -0.867 -1.062
C 0.65517 -0.97695 3.08470 1.005 1.921 -0.698 -0.639
C -0.35249 0.13270 3.23390 1.158 1.159 1.187 -0.408
C -1.60954 1.37122 -1.17510 1.378 -1.230 -0.604 -1.171
C -0.56044 -1.48077 -1.87483 0.577 0.812 -3.868 -1.161
C 1.40764 1.11133 -2.07219 -2.125 -1.765 0.216 -1.130
Si -0.07367 0.18419 -1.19012 -0.085 1.127 -0.407 0.317
H 2.31008 -1.26633 0.07696 -0.509 0.187 0.051 -0.013
H 0.45298 -1.98774 3.27970 -0.673 -1.166 -0.259 0.267
H 1.71472 -0.71568 3.22778 -0.611 -0.001 0.310 0.222
H 0.03878 1.02779 3.71755 -0.290 -0.001 -0.096 0.201
H -1.36835 -0.05891 3.41071 -1.195 -0.455 0.496 0.265
H -1.83827 1.33298 -0.14549 -0.407 0.737 1.289 0.302
H -1.48747 2.35392 -1.58641 0.180 0.549 0.078 0.324
H -2.44358 0.90736 -1.63629 -0.837 -0.491 -0.792 0.346
H 0.11485 -1.98717 -2.63327 -0.292 0.923 0.861 0.319
H -0.64643 -2.16500 -1.13814 -0.293 -2.184 2.707 0.409
H -1.52232 -1.49186 -2.40855 0.068 0.395 0.236 0.352
H 1.49892 0.87767 -3.12337 -0.185 -0.197 -0.299 0.338
H 1.18768 2.12643 -1.96951 -0.331 1.795 0.080 0.335
H 2.32307 0.93209 -1.61632 1.735 -0.485 0.905 0.364
```
Forces are in eV/Å.

Its HOMO energy (spin up / spin down) is -0.2632 / -0.3527 Eh. The value obtained for the HOMO-LUMO gap (spin up / spin down) is 0.248 / 0.362 Eh. For the energy above the lowest of the compared OMol25 structures with the same formula, charge and spin, the calculation gives 108.5 kcal per mole.

---

3.
Below is a structure of composition C26H39ClIN6O5Si2V at a distorted geometry, with properties calculated with ωB97M-V/def2-TZVPD.

```
81
Properties=species:S:1:pos:R:3:forces:R:3:mulliken_charge:R:1
V -0.51066 0.16758 0.59437 -0.255 1.229 -0.003 1.859
C -1.79270 0.53219 3.99038 -0.064 -0.311 0.227 -1.594
Si -1.38102 1.59285 2.50339 0.621 0.059 -0.132 1.656
C -2.92735 2.56188 2.07143 -0.387 0.056 -0.172 -1.458
C -0.17602 2.89695 3.09339 -0.003 0.380 0.365 0.056
C -0.54764 3.94822 3.95093 0.059 -0.095 -0.086 -0.768
C 0.39174 4.85660 4.40593 0.078 -0.039 -0.060 -0.678
C 1.72777 4.72933 4.01931 -0.105 -0.038 -0.011 -0.720
C 2.10464 3.69796 3.17733 -0.132 -0.041 -0.100 -0.825
C 1.15382 2.77774 2.69987 0.266 0.461 0.213 0.428
Si 1.56148 1.29797 1.64993 -0.621 0.005 0.124 1.281
C 2.54359 0.16443 2.73742 0.243 -0.360 0.215 -1.260
C 2.70818 1.83241 0.26023 0.228 -0.032 -0.310 -1.322
H -1.93526 1.18327 4.85761 -0.031 -0.033 -0.017 0.413
H -0.98275 -0.16216 4.23762 -0.044 0.015 0.015 0.334
H -2.72292 -0.03080 3.85364 0.032 0.008 0.039 0.381
H -3.62263 2.53657 2.91607 0.040 0.072 0.003 0.429
H -3.47076 2.20410 1.19819 -0.006 -0.012 0.032 0.282
H -2.66282 3.60663 1.89019 -0.024 -0.007 0.014 0.377
H -1.58144 4.05796 4.26618 0.019 -0.012 -0.016 0.404
H 0.09304 5.66504 5.06182 0.012 -0.009 0.003 0.422
H 2.46530 5.43574 4.37955 -0.009 0.000 0.001 0.414
H 3.14743 3.60983 2.88500 -0.030 -0.009 -0.003 0.429
H 3.40723 0.73108 3.10047 -0.020 -0.039 0.065 0.458
H 2.91965 -0.71671 2.21174 0.021 0.045 0.039 0.290
H 1.97096 -0.17368 3.60291 0.019 0.003 0.010 0.259
H 3.74108 1.59182 0.52836 -0.017 0.060 0.009 0.511
H 2.65052 2.91201 0.09351 -0.007 -0.030 -0.012 0.370
H 2.48580 1.32899 -0.68161 0.077 -0.005 0.033 0.030
N -1.94849 -1.34897 1.42279 -0.255 0.283 -0.157 -0.452
N -3.23167 -0.95263 0.99015 -0.156 -0.071 0.111 -0.034
C -3.26710 -0.06331 -0.08248 1.100 0.541 0.246 -0.376
O -4.22482 0.03951 -0.80585 -0.360 -0.107 -0.141 -0.684
O -2.16040 0.66434 -0.16011 -1.286 -0.342 -0.696 0.067
H -1.70003 -2.24360 1.00776 0.138 0.030 0.117 0.184
H -1.92503 -1.40778 2.43706 0.058 -0.060 -0.053 0.273
H -3.97742 -1.63469 1.01773 0.127 -0.008 -0.007 0.330
Cl 4.36837 -5.31439 -1.08842 -0.048 0.012 0.015 -0.255
C 3.25552 -4.10299 -0.53247 0.117 0.165 -0.406 0.381
C 2.70037 -4.20714 0.69777 -0.361 0.193 0.457 -0.211
C 1.81082 -3.20730 1.18804 0.443 -0.826 -0.245 0.607
I 0.93784 -3.46772 3.03682 -0.145 0.040 0.268 0.060
C 1.49103 -2.11726 0.42716 -0.209 0.670 -0.245 -1.191
O 0.73247 -1.13616 0.84316 0.913 -1.486 0.083 0.305
C 2.03352 -2.03464 -0.90475 0.000 0.265 -0.144 -0.153
N 1.62745 -0.97789 -1.66734 -0.201 -0.209 0.468 0.120
C 2.12252 -0.83591 -2.86386 0.285 -0.229 -0.395 -0.478
C 3.05909 -1.74628 -3.42353 -0.295 0.448 -0.027 -1.087
C 3.44453 -2.82254 -2.68796 0.121 -0.265 0.172 -1.197
C 2.93149 -3.00468 -1.37998 0.097 -0.167 -0.110 0.583
H 2.94468 -5.05701 1.32101 -0.021 0.037 0.028 0.485
H 1.77255 0.02305 -3.43180 0.019 -0.054 0.011 0.481
H 3.45353 -1.57519 -4.41630 -0.011 0.010 0.017 0.482
H 4.15060 -3.54171 -3.08219 -0.008 0.009 0.016 0.496
N -1.78962 -3.39321 -4.10515 0.063 0.099 0.214 -0.078
C -1.77850 -1.87621 -4.06095 0.001 -0.159 -0.168 -0.843
C -2.24824 -1.44762 -2.68822 0.081 -0.044 0.186 -0.791
N -1.42399 -2.01431 -1.62563 0.001 0.062 0.098 0.961
C -1.31637 -3.46124 -1.68798 0.137 0.142 -0.020 -0.566
C -0.86688 -3.96678 -3.05091 -0.047 0.004 -0.226 -0.785
H -1.54337 -3.74032 -5.03149 0.037 0.030 0.017 0.361
H -2.74356 -3.70632 -3.90755 0.021 -0.027 -0.071 0.384
H -2.41893 -1.51387 -4.86337 -0.018 -0.013 0.012 0.403
H -0.74867 -1.57181 -4.24511 0.008 0.033 -0.016 0.349
H -3.29092 -1.74240 -2.52974 -0.013 0.010 -0.015 0.609
H -2.21572 -0.36194 -2.63394 -0.008 0.004 0.055 0.135
H -0.50039 -1.58191 -1.62956 0.013 0.009 -0.081 -1.283
H -2.28121 -3.90986 -1.42660 -0.024 0.001 -0.020 0.468
H -0.58405 -3.80813 -0.95614 -0.033 0.004 0.054 0.333
H -0.89611 -5.05202 -3.13445 -0.006 -0.007 0.011 0.407
H 0.13454 -3.60782 -3.29309 0.004 -0.014 -0.001 0.319
N -0.39522 4.40243 -1.00130 -0.015 0.012 0.059 -0.636
C -0.67245 3.67019 -2.23090 -0.117 0.154 -0.013 -0.719
C -0.43504 2.18921 -2.02252 0.275 -0.211 0.191 0.370
O -0.58346 1.33620 -2.85144 -0.150 -0.089 -0.024 -0.565
O 0.03511 1.91712 -0.78592 -0.048 -0.198 -0.119 -0.200
H -1.24254 4.65958 -0.51076 0.039 -0.025 0.024 0.205
H 0.15162 5.23880 -1.14407 0.032 -0.020 -0.049 0.218
H 0.20668 2.81201 -0.37690 -0.249 0.021 0.097 0.025
H -0.01375 3.98472 -3.03988 -0.007 0.032 -0.007 0.371
H -1.69870 3.78261 -2.58397 0.005 -0.008 -0.050 0.353
```
Forces are in eV/Å.

Its HOMO energy (spin up / spin down) is -0.3443 / -0.3474 Eh. Its charge is +1. The value obtained for the HOMO-LUMO gap (spin up / spin down) is 0.237 / 0.240 Eh. As for the spin multiplicity: 2. For the energy above the lowest of the compared OMol25 structures with the same formula, charge and spin, the calculation gives 10.1 kcal per mole.

---

Number 1: DFT total energy -3637.507431 hartree. Number 2: DFT total energy -564.375451 hartree. Number 3: DFT total energy -3999.647277 hartree.